CHN3O3 | wB97M-V/def2-TZVPD

Geometry as XYZ:
```
8
CHN3O3 wB97M-V/def2-TZVPD
C -0.096 0.244 0.080
H 2.886 -0.055 0.579
N 1.106 0.674 -0.037
N -2.195 0.275 -0.176
N -1.946 -0.903 -0.153
O 1.947 -0.447 -0.326
O -1.121 1.158 -0.085
O -0.581 -0.946 0.119
```

HOMO energy	-9.66	eV
Kohn-Sham gap	9.57	eV

H38O19 | wB97M-V/def2-TZVPD

Geometry as XYZ:
```
57
H38O19 wB97M-V/def2-TZVPD
O -1.882 3.664 -2.473
H -2.223 2.785 -2.267
H -2.009 4.302 -1.808
O 3.021 3.618 -2.509
H 2.789 3.196 -1.620
H 2.156 3.765 -2.725
O -0.077 0.144 3.090
H -0.012 0.744 2.343
H 0.792 0.283 3.512
O 2.610 -1.489 -3.117
H 2.453 -2.383 -2.891
H 2.288 -1.290 -3.833
O -3.142 -1.630 -0.511
H -2.721 -0.794 -0.836
H -3.129 -1.485 0.405
O 4.075 1.147 1.515
H 4.919 1.475 1.145
H 4.144 0.216 1.184
O -4.376 0.944 -0.150
H -4.411 1.065 -1.117
H -5.283 0.908 0.300
O 0.261 1.178 -4.043
H -0.230 1.534 -4.703
H 0.953 1.683 -3.651
O -0.371 -0.915 0.195
H -0.030 -0.839 1.025
H 0.465 -0.703 -0.253
O 1.464 -3.000 -0.950
H 0.499 -3.120 -1.405
H 1.659 -3.950 -0.871
O -1.458 -3.571 -1.478
H -2.036 -3.010 -0.961
H -1.570 -3.379 -2.336
O 3.946 -0.826 -0.838
H 3.995 -0.763 -1.804
H 4.272 -1.685 -1.036
O -0.837 2.740 3.487
H -0.485 1.926 3.844
H -1.639 2.959 3.924
O -0.676 -4.415 1.898
H -1.327 -3.638 1.925
H -0.119 -4.460 1.011
O 1.003 -2.037 2.159
H 0.101 -1.845 2.440
H 0.928 -2.853 1.691
O -1.328 4.394 1.778
H -0.359 4.497 1.681
H -1.794 3.837 1.247
O 1.501 1.538 0.769
H 2.071 1.106 0.147
H 2.051 1.482 1.601
O -1.725 0.362 -1.725
H -0.977 0.098 -2.089
H -1.665 0.454 -0.912
O -2.216 -1.499 3.867
H -1.665 -0.647 3.715
H -2.645 -1.820 3.013
```

HOMO energy	-10.54	eV
Kohn-Sham gap	10.40	eV

C13H19AsN2O2PtS | wB97M-V/def2-TZVPD

Geometry as XYZ:
```
39
C13H19AsN2O2PtS wB97M-V/def2-TZVPD
Pt 0.900 1.269 0.134
N 3.185 0.783 -0.084
C 3.788 0.360 1.189
C 3.159 1.118 2.352
C 1.915 0.378 2.864
O 1.816 0.081 4.038
O 1.025 0.076 1.965
H 3.420 0.141 -0.831
H 3.531 1.703 -0.346
H 4.869 0.522 1.176
H 3.613 -0.710 1.308
H 2.857 2.115 2.015
H 3.858 1.223 3.178
C -2.841 1.045 -0.492
As -1.312 0.472 0.563
C -1.952 0.763 2.364
C -1.422 -1.477 0.382
C -1.399 -1.879 -1.068
C -0.341 -1.504 -1.896
C -0.329 -1.858 -3.235
C -1.379 -2.593 -3.768
C -2.447 -2.951 -2.962
C -2.457 -2.592 -1.621
H -3.742 0.548 -0.136
H -2.688 0.808 -1.544
H -2.956 2.123 -0.393
H -2.893 0.233 2.506
H -2.109 1.828 2.529
H -1.209 0.398 3.070
H -2.344 -1.805 0.865
H -0.576 -1.898 0.929
H 0.477 -0.925 -1.476
H 0.497 -1.558 -3.866
H -1.366 -2.880 -4.811
H -3.278 -3.509 -3.374
H -3.294 -2.874 -0.994
S 0.830 5.707 0.212
C 1.147 4.206 -0.193
N 1.448 3.110 -0.546
```

HOMO energy (spin up / spin down)	-8.08 / -8.08	eV
Kohn-Sham gap (spin up / spin down)	6.84 / 6.84	eV

C7H12N3 | wB97M-V/def2-TZVPD

Geometry as XYZ:
```
22
C7H12N3 wB97M-V/def2-TZVPD
C -0.106 1.127 -0.217
C -0.269 -1.051 -0.147
C 2.112 -0.431 -0.400
C -1.502 0.807 -0.098
C 2.882 0.847 -0.228
C -2.758 -1.423 -0.007
C 3.060 -0.309 0.749
N 0.644 -0.053 -0.297
N -1.551 -0.588 -0.090
N -2.571 1.535 0.201
H 0.438 1.989 -0.468
H -0.077 -2.049 -0.041
H 3.764 1.089 -0.890
H 2.299 1.638 -0.036
H 2.092 -1.138 -1.202
H -2.423 -2.349 -0.307
H -3.283 -1.604 0.876
H -3.412 -0.872 -0.610
H 2.641 -0.122 1.721
H 3.911 -0.839 0.755
H -2.641 2.415 -0.181
H -3.251 1.381 0.917
```

multiplicity	3
HOMO energy (spin up / spin down)	-9.09 / -14.02	eV
net charge	+1
expectation value of S²	2.009
Kohn-Sham gap (spin up / spin down)	6.14 / 7.77	eV

Going through the records in order, we get energy values of -428.43460; -1452.14556; -3520.02913; -437.75002 Ha.
Going through the records in order, we get energy relative to the best compared isomer or geometry (same formula, charge and spin) values of 3.5345; 8.0057; 1.4793; 0.8418 eV.